1.
Below is a structure of composition H12O6Zn, with properties calculated with ωB97M-V with the def2-TZVPD basis set.

- gap between HOMO and LUMO (eV) = 13.25
- total charge = +2
- electronic energy (eV) = -60884.1688

CARTESIAN COORDINATES (ANGSTROEM)
Zn 0.045 -0.037 -0.007
O -1.436 -1.507 0.534
H -1.482 -1.992 1.366
H -2.341 -1.473 0.202
O 1.208 -1.541 -0.794
H 1.463 -1.685 -1.713
H 1.767 -2.116 -0.257
O -1.161 0.166 -1.736
H -1.653 -0.500 -2.231
H -1.284 0.991 -2.221
O 1.228 -0.202 1.713
H 0.959 -0.156 2.638
H 2.182 -0.052 1.719
O -1.119 1.416 1.106
H -1.237 2.358 0.934
H -1.604 1.247 1.923
O 1.255 1.419 -0.911
H 2.049 1.289 -1.443
H 1.162 2.375 -0.821

---

2.
Below is a cluster of 2 separate species, C3H11NO3 in total, with properties calculated with ωB97M-V with the def2-TZVPD basis set.

- gap between HOMO and LUMO (eV) = 9.43
- SMILES = OCCNCO.O
- electronic energy (eV) = -10921.0367

CARTESIAN COORDINATES (ANGSTROEM)
O 1.206 1.381 1.781
C -0.175 1.152 2.016
C -0.884 1.259 0.699
N -0.436 0.232 -0.244
C -1.354 -0.812 -0.560
O -2.329 -0.417 -1.515
H 1.698 0.966 2.498
H -0.560 1.907 2.715
H -0.370 0.166 2.405
H -0.706 2.238 0.273
H -1.956 1.128 0.888
H 0.510 -0.064 -0.048
H -1.890 -1.143 0.352
H -0.902 -1.677 -1.029
H -2.780 0.361 -1.145
O 3.263 -2.246 -2.005
H 4.155 -2.240 -2.360
H 3.167 -2.986 -1.404

---

3.
Below is an isolated molecule of C2H3NOS, with properties calculated with ωB97M-V with the def2-TZVPD basis set.

- gap between HOMO and LUMO (alpha / beta) (eV) = 7.25 / 7.24
- electronic energy (eV) = -16488.9138

CARTESIAN COORDINATES (ANGSTROEM)
C -0.736 0.399 0.637
C -0.549 -0.797 -0.146
N 0.200 -0.859 -1.235
O 1.491 1.760 0.593
S 0.027 1.841 0.731
H 0.096 -0.793 0.791
H -1.401 -1.399 -0.154
H 0.871 -0.152 -1.216

---

4.
Below is the ion C9H11N2 with charge +1, with properties calculated with ωB97M-V with the def2-TZVPD basis set.

- gap between HOMO and LUMO (eV) = 9.53
- SMILES = C[N+]1(C)N=Cc2ccccc21
- total charge = +1
- electronic energy (eV) = -12482.4265

CARTESIAN COORDINATES (ANGSTROEM)
C 1.936 0.533 -1.276
N 1.275 -0.091 -0.038
C 1.812 0.299 1.322
N 1.444 -1.513 -0.129
C 0.288 -2.038 -0.115
C -0.838 -1.142 0.018
C -2.209 -1.235 0.179
C -2.900 -0.007 0.090
C -2.248 1.203 -0.116
C -0.841 1.364 -0.169
C -0.205 0.164 -0.102
H 3.035 0.418 -0.989
H 1.850 -0.252 -2.064
H 1.677 1.545 -1.363
H 2.986 0.369 1.601
H 1.424 1.368 1.404
H 1.262 -0.356 2.028
H 0.187 -3.089 -0.015
H -2.818 -2.148 0.124
H -4.005 -0.047 -0.071
H -2.610 2.257 -0.200
H -0.503 2.399 -0.117

---

5.
Below is the ion C9H7PS2 with charge -2, with properties calculated with ωB97M-V with the def2-TZVPD basis set.

- gap between HOMO and LUMO (eV) = 4.69
- total charge = -2
- electronic energy (eV) = -40399.6208

CARTESIAN COORDINATES (ANGSTROEM)
C -0.016 -2.740 -0.011
C -0.594 -2.251 -1.209
C 0.746 -2.050 0.993
C -1.216 -0.968 -1.257
C 0.785 -0.662 1.101
C -0.794 0.079 -0.560
C 1.283 0.502 1.504
C 0.464 1.658 1.325
C -0.591 2.832 -0.941
P -1.034 1.467 0.347
S 2.911 0.505 2.121
S 0.566 3.104 2.203
H 0.428 -3.753 0.088
H -0.672 -3.053 -1.890
H 1.133 -2.719 1.800
H -1.837 -0.781 -2.239
H -0.953 3.763 -0.649
H -1.133 2.347 -1.761
H 0.523 2.722 -0.966

---

6.
Below is a structure of composition C29H42BiBrN5O12P2S, with properties calculated with ωB97M-V with the def2-TZVPD basis set.

- gap between HOMO and LUMO (eV) = 8.59
- total charge = +1
- electronic energy (eV) = -168074.3062

CARTESIAN COORDINATES (ANGSTROEM)
Bi 0.603 0.532 0.033
C -3.501 -1.491 1.838
C -2.237 -0.727 1.420
O -1.842 -1.064 0.097
P -0.894 -1.091 2.624
O -1.315 -0.442 3.983
O -1.049 -2.661 2.807
O 0.482 -0.748 2.153
P -2.581 1.088 1.419
O -3.990 1.235 0.666
O -2.729 1.482 2.872
O -1.568 1.794 0.577
H -3.288 -2.552 1.955
H -4.246 -1.374 1.052
H -3.899 -1.113 2.781
H -1.269 -1.848 0.067
H -1.926 0.334 3.822
H -0.198 -3.090 3.004
H -4.741 0.939 1.192
N 0.532 2.875 -0.739
C 1.486 3.738 -0.016
C 1.190 5.257 -0.139
C -0.227 5.814 0.151
C -0.336 6.511 1.527
N -0.239 5.644 2.689
C -1.154 4.763 3.077
N -2.428 4.888 2.723
N -0.791 3.780 3.903
C 1.651 3.200 1.418
O 2.163 3.923 2.270
O 1.275 1.991 1.636
H 0.556 3.042 -1.738
H -0.420 3.008 -0.395
H 2.462 3.562 -0.476
H 1.444 5.496 -1.174
H 1.903 5.786 0.495
H -0.990 5.038 0.050
H -0.473 6.573 -0.593
H -1.255 7.096 1.594
H 0.492 7.212 1.617
H 0.715 5.366 2.902
H -2.703 5.555 2.025
H -3.052 4.117 2.927
H 0.195 3.560 3.968
H -1.444 3.020 4.024
O 0.687 -2.080 -0.513
S 1.476 -2.799 -1.588
C 0.471 -4.255 -2.023
C -0.903 -3.848 -2.455
C -1.913 -3.693 -1.512
C -3.186 -3.306 -1.901
C -3.464 -3.082 -3.241
C -2.465 -3.245 -4.191
C -1.188 -3.616 -3.798
C 2.843 -3.663 -0.717
C 2.478 -4.258 0.605
C 2.431 -3.442 1.732
C 2.085 -3.972 2.966
C 1.763 -5.319 3.086
C 1.809 -6.138 1.968
C 2.168 -5.610 0.737
H 0.442 -4.912 -1.154
H 1.022 -4.731 -2.837
H -1.700 -3.906 -0.470
H -3.964 -3.188 -1.157
H -4.460 -2.790 -3.547
H -2.685 -3.098 -5.241
H -0.410 -3.747 -4.542
H 3.574 -2.864 -0.599
H 3.217 -4.396 -1.433
H 2.678 -2.392 1.644
H 2.089 -3.337 3.847
H 1.498 -5.730 4.051
H 1.576 -7.191 2.056
H 2.238 -6.264 -0.126
Br -0.985 0.378 -7.042
C -0.469 0.407 -5.235
C 0.847 0.157 -4.884
C 1.182 0.201 -3.541
N 0.292 0.476 -2.585
C -0.980 0.688 -2.938
C -1.409 0.668 -4.251
H 1.597 -0.061 -5.630
H 2.198 0.011 -3.215
H -1.681 0.878 -2.128
H -2.446 0.849 -4.497
C 5.074 1.249 -0.059
O 3.647 1.345 0.131
C 2.906 0.392 -0.443
O 3.397 -0.477 -1.133
H 5.498 2.063 0.519
H 5.323 1.347 -1.114
H 5.435 0.289 0.305

---

7.
Below is the ion C3H2F2NO3 with charge -1, with properties calculated with ωB97M-V with the def2-TZVPD basis set.

- gap between HOMO and LUMO (eV) = 9.81
- SMILES = [H]/N=C\C(=O)OC([O-])(F)F
- total charge = -1
- electronic energy (eV) = -16212.4075

CARTESIAN COORDINATES (ANGSTROEM)
H 1.723 -1.615 0.027
N 2.320 -0.831 -0.055
C 1.909 0.336 0.074
C 0.391 0.742 0.017
O 0.054 1.893 -0.136
O -0.394 -0.319 0.050
C -1.905 -0.284 -0.218
O -2.242 -0.019 -1.328
F -2.287 -1.555 0.296
F -2.259 0.429 0.951
H 2.689 1.223 0.324

---

8.
Below is a cluster of 2 separate species, C6H12N2 in total, with properties calculated with ωB97M-V with the def2-TZVPD basis set.

- gap between HOMO and LUMO (alpha / beta) (eV) = 2.69 / 8.77
- total charge = -1
- electronic energy (eV) = -9395.3641
- spin multiplicity = 2

CARTESIAN COORDINATES (ANGSTROEM)
C -0.618 -3.067 1.914
C 0.576 -3.031 0.929
H -0.640 -4.005 2.465
H -0.484 -2.198 2.558
H -1.569 -2.934 1.389
H 0.447 -2.204 0.235
H 0.738 -4.005 0.456
H 1.509 -2.875 1.467
C -0.255 2.906 0.718
C -0.475 0.385 -1.798
C -0.041 1.746 -0.198
C 0.980 0.814 -0.173
N -0.907 1.493 -1.209
N 0.648 -0.086 -1.167
H -0.850 0.047 -2.752
H 1.193 -0.795 -1.616
H 1.811 0.708 0.496
H -0.470 2.701 1.771
H -1.112 3.448 0.313
H 0.595 3.582 0.661

---

9.
Below is an isolated molecule of C4H12N2OS, with properties calculated with ωB97M-V with the def2-TZVPD basis set.

- gap between HOMO and LUMO (eV) = 9.83
- SMILES = N[C@H](CS)CNCO
- electronic energy (eV) = -20204.3774

CARTESIAN COORDINATES (ANGSTROEM)
N 0.001 -0.783 -2.363
C 0.160 0.183 -1.197
C 1.505 0.826 -1.444
S 1.580 2.612 -1.057
C -0.042 -0.575 0.118
N -0.954 0.210 0.965
C -1.570 -0.288 2.181
O -0.726 -0.921 3.110
H 0.659 -1.572 -2.273
H -0.829 -1.360 -2.176
H -0.665 0.865 -1.384
H 1.783 0.738 -2.495
H 2.325 0.327 -0.940
H 1.127 2.623 0.208
H -0.335 -1.623 0.027
H 0.976 -0.661 0.563
H -0.489 1.091 1.094
H -1.966 0.624 2.636
H -2.415 -0.899 1.843
H -0.123 -1.417 2.586

---

10.
Below is a structure of composition C2H3I3O, with properties calculated with ωB97M-V with the def2-TZVPD basis set.

- gap between HOMO and LUMO (eV) = 8.84
- electronic energy (eV) = -28471.2172

CARTESIAN COORDINATES (ANGSTROEM)
C -0.439 0.606 -0.706
C 0.470 -0.309 0.194
O 0.361 0.053 1.525
I -2.476 0.025 -0.431
I 0.167 -2.411 -0.135
I 2.485 0.408 -0.474
H -0.328 1.500 -0.187
H -0.145 0.748 -1.808
H -0.095 -0.622 2.021

---

11.
Below is a cluster of 2 separate species, C5H10NO2 in total, with properties calculated with ωB97M-V with the def2-TZVPD basis set.

- gap between HOMO and LUMO (alpha / beta) (eV) = 9.00 / 7.27
- total charge = +1
- electronic energy (eV) = -10915.2594

CARTESIAN COORDINATES (ANGSTROEM)
C -0.307 0.846 0.275
C -2.260 -0.779 0.735
C 0.818 -1.437 0.037
C 2.190 0.348 0.804
C 0.239 0.852 -1.003
N 0.908 0.081 0.109
O -3.644 0.704 -0.528
O -3.238 -0.457 0.174
H 0.039 -1.849 -0.627
H 1.719 -1.861 -0.516
H 0.646 -1.867 1.077
H 2.987 -0.250 0.305
H 2.217 1.467 0.906
H 1.947 0.101 1.836
H 0.768 1.757 -1.476
H -0.275 0.297 -1.918
H -0.376 1.633 1.002
H -4.377 0.413 -1.192

---

12.
Below is an isolated molecule of C4H6Cl2FN, with properties calculated with ωB97M-V with the def2-TZVPD basis set.

- gap between HOMO and LUMO (eV) = 10.66
- SMILES = C=C(F)C(Cl)(Cl)CN
- electronic energy (eV) = -33497.0844

CARTESIAN COORDINATES (ANGSTROEM)
C -1.636 -0.289 1.638
C -1.062 -0.495 0.448
F -1.717 -1.213 -0.521
C 0.258 -0.023 -0.121
Cl 1.100 0.995 1.111
Cl 1.285 -1.433 -0.429
C 0.065 0.757 -1.418
N -0.794 1.971 -1.303
H -2.631 -0.727 1.894
H -1.173 0.131 2.538
H 1.058 1.055 -1.756
H -0.383 0.041 -2.129
H -1.776 1.787 -0.988
H -0.391 2.600 -0.625